[1]
C33H24ClIN6O2PdS | wB97M-V/def2-TZVPD

Structure (XYZ):
```
69
C33H24ClIN6O2PdS wB97M-V/def2-TZVPD
I 3.4688 0.2388 -4.8343
Pd 0.0190 0.3959 -0.1126
Cl 1.9702 5.6050 -4.5131
S 3.8793 1.9972 4.8994
O 1.7485 0.4013 -2.1870
O 1.4827 -1.1605 1.9682
N -0.6944 -1.7577 2.0227
N -1.2244 -0.3422 -1.5589
N 1.2051 1.2442 1.3324
N -0.7739 -1.3569 0.7651
N 0.1299 2.3279 -1.0894
N 1.1445 3.9702 7.9569
C 2.5391 1.1434 1.2572
C 1.8794 -1.8141 6.0912
C -0.5691 -2.1427 4.8122
C 1.8284 4.0788 -3.8539
C 0.4995 -1.5387 2.6120
C 3.3621 1.4292 2.3159
C -1.3247 -2.1820 -0.0883
C 1.7824 -1.6210 4.7226
C 1.4115 1.8978 3.6172
C 2.6441 4.1470 6.0988
C 0.7517 -2.1702 6.8213
C -1.6466 -3.6044 0.2302
C 2.5224 3.0368 -4.4840
C 1.7981 4.6946 7.0534
C 2.8107 2.7702 6.0937
C 0.5579 -1.7830 4.0799
C 0.9976 3.8878 -2.6788
C -2.1906 -0.3519 -3.7423
C -1.5370 0.2745 -2.7073
C 2.1564 2.0014 7.0434
C 0.6635 1.6194 2.4978
C 2.7999 1.7919 3.5448
C -0.5617 3.3233 -0.5225
C -2.5344 -1.6939 -3.5955
C 2.4789 1.7673 -3.9756
C 1.7061 1.4754 -2.7109
C -0.5080 4.6327 -0.9801
C 1.3314 2.6548 7.9518
C -0.4699 -2.3339 6.1823
C 0.2759 4.9237 -2.0764
C -1.5963 -1.6247 -1.3910
C -2.2434 -2.3291 -2.4088
C 0.9091 2.6063 -2.1273
H 4.4336 1.3340 2.2030
H 2.6506 -1.3545 4.1335
H -2.6867 -3.8405 -0.0018
H -2.4270 0.1988 -4.6411
H -1.1914 3.0510 0.3143
H 3.0990 3.2590 -5.3719
H 2.9443 0.7980 0.3152
H -1.2710 1.3182 -2.7918
H 0.7968 2.0900 8.7066
H 2.8341 -1.6993 6.5891
H -1.3449 -2.6164 6.7522
H 2.2855 0.9278 7.0814
H -1.0848 5.3993 -0.4829
H 0.3310 5.9316 -2.4641
H 3.1635 4.7768 5.3894
H -1.4729 -3.8009 1.2811
H -1.0117 -4.2652 -0.3659
H -0.4185 1.6533 2.5414
H 0.9126 2.1687 4.5363
H 1.6431 5.7666 7.0950
H -3.0357 -2.2256 -4.3927
H -2.5172 -3.3610 -2.2498
H -1.5164 -2.2714 4.3067
H 0.8271 -2.3286 7.8893
```

Its HOMO energy (alpha / beta) is -12.150 / -12.172 eV. Its energy relative to the best compared isomer or geometry (same formula, charge and spin) is 9.01 kcal/mol. As for the total charge: +2. The multiplicity is 1. The LUMO energy (alpha / beta) is -9.857 / -9.838 eV. The HOMO-LUMO gap (alpha / beta) comes out at 2.3 / 2.3 eV.

Quick look at the Löwdin charges, all values in e: atom 1 (I): 1.280, atom 2 (Pd): 1.023, atom 3 (Cl): 0.966, atom 4 (S): 1.068, atom 5 (O): 0.091, atom 6 (O): -0.016, atom 7 (N): 0.063, atom 8 (N): -0.016, atom 9 (N): -0.114, atom 10 (N): -0.051, atom 11 (N): 0.029, atom 12 (N): 0.080, atom 13 (C): -0.129, atom 14 (C): -0.083, atom 15 (C): -0.027, atom 16 (C): -0.513, atom 17 (C): -0.463, atom 18 (C): -0.065, atom 19 (C): -0.245, atom 20 (C): -0.030, atom 21 (C): -0.031, atom 22 (C): -0.075, atom 23 (C): -0.072, atom 24 (C): -0.001, atom 25 (C): -0.146, atom 26 (C): -0.126, atom 27 (C): -0.537, atom 28 (C): -0.153, atom 29 (C): -0.142, atom 30 (C): -0.033, atom 31 (C): -0.119, atom 32 (C): -0.071, atom 33 (C): -0.118, atom 34 (C): -0.492, atom 35 (C): -0.036, atom 36 (C): -0.012, atom 37 (C): -0.606, atom 38 (C): -0.358, atom 39 (C): 0.032, atom 40 (C): -0.117, atom 41 (C): -0.066, atom 42 (C): 0.038, atom 43 (C): -0.200, atom 44 (C): 0.028, atom 45 (C): -0.136, atom 46 (H): 0.119, atom 47 (H): 0.113, atom 48 (H): 0.094, atom 49 (H): 0.117, atom 50 (H): 0.129, atom 51 (H): 0.118, atom 52 (H): 0.115, atom 53 (H): 0.098, atom 54 (H): 0.116, atom 55 (H): 0.108, atom 56 (H): 0.109, atom 57 (H): 0.096, atom 58 (H): 0.138, atom 59 (H): 0.117, atom 60 (H): 0.110, atom 61 (H): 0.078, atom 62 (H): 0.104, atom 63 (H): 0.122, atom 64 (H): 0.119, atom 65 (H): 0.113, atom 66 (H): 0.128, atom 67 (H): 0.123, atom 68 (H): 0.107, atom 69 (H): 0.109

***

[2]
CH2ClNO2S2 | wB97M-V/def2-TZVPD

Structure (XYZ):
```
9
CH2ClNO2S2 wB97M-V/def2-TZVPD
Cl -1.7423 2.2894 0.8504
S 1.9067 0.9911 0.2553
S 1.1203 -1.6468 0.5741
O 3.0818 0.9412 -0.5237
O 0.7652 1.2713 -0.5848
N -1.4589 -2.1149 -0.1743
C -0.3677 -1.8062 0.1459
H -1.0364 1.7156 0.0135
H -2.2687 -1.6406 -0.5562
```

Its HOMO energy is -10.365 eV. Its energy relative to the best compared isomer or geometry (same formula, charge and spin) is 4.16 kcal/mol. As for the total charge: 0. The multiplicity is 1. The LUMO energy is -1.267 eV. The HOMO-LUMO gap comes out at 9.1 eV.

Quick look at the Löwdin charges, all values in e: atom 1 (Cl): 0.326, atom 2 (S): 0.734, atom 3 (S): 0.740, atom 4 (O): -0.404, atom 5 (O): -0.513, atom 6 (N): 0.162, atom 7 (C): -0.809, atom 8 (H): -0.346, atom 9 (H): 0.109

***

[3]
C41H28MoN9O | wB97M-V/def2-TZVPD

Structure (XYZ):
```
80
C41H28MoN9O wB97M-V/def2-TZVPD
Mo 0.0691 -0.4544 -0.2915
O 1.0457 -1.1424 -1.4471
N -0.7362 1.1715 1.1525
N -1.4484 0.1173 -3.3828
N -1.1781 -0.1437 3.1367
N -0.8693 -1.6212 1.2578
N -0.3479 1.2353 -1.5363
N 4.3873 -0.9962 -1.5331
N -0.0444 3.1281 -0.1134
N -2.0129 -3.2816 -0.0991
N -1.5309 -1.3693 -1.4851
C -1.9060 -0.9458 -2.7303
C -0.2494 3.2911 -2.5481
C 5.7336 -0.9534 -1.0044
C 3.0444 1.0455 2.8824
C -0.7811 2.5360 4.5633
C -0.2909 3.1640 2.2802
C -0.5997 4.1124 -5.1477
C 2.0077 0.2326 0.7784
C -0.7468 1.0856 -2.8658
C -0.7749 2.7718 -4.8543
C -0.2630 5.0393 -4.1509
C -2.2282 -4.7794 2.6070
C 4.2854 1.1509 0.8697
C -0.4880 3.8390 4.9348
C -3.0268 -2.8767 -2.3013
C -0.1757 2.5393 -1.3049
C -0.8984 0.9780 2.4735
C -0.0969 4.6417 -2.8365
C -3.5658 -1.9295 -4.4779
C -1.1907 -1.3108 2.5401
C -0.1037 4.7934 3.9863
C -4.4293 -2.9846 -4.6755
C -1.7696 -3.5152 2.2790
C -0.6733 2.2208 3.2183
C -0.3282 2.4876 0.9822
C -0.5820 2.3677 -3.5388
C -1.4731 -2.8629 0.9940
C -2.1646 -2.5135 -1.2055
C 3.7182 -2.2085 -1.0998
C 4.1976 1.4234 2.2254
C -2.5351 -5.0224 3.9383
C 3.2572 0.5321 0.1522
C -1.9969 -2.7435 4.5621
C -3.9065 -3.9419 -2.5076
C 3.6025 0.2316 -1.3010
C 1.9996 0.4787 2.1612
C -2.4223 -4.0189 4.9042
C -0.0029 4.4698 2.6423
C -1.6601 -2.5181 3.2382
C -4.6001 -3.9840 -3.6974
C -2.8590 -1.8781 -3.2734
H 5.7802 -0.9693 0.0961
H -0.5539 4.1281 5.9765
H 0.1477 5.3475 -2.0536
H 0.2957 5.1960 1.8981
H 6.2447 -0.0524 -1.3520
H 2.9356 1.2014 3.9512
H 5.1846 1.4400 0.3350
H -1.0750 1.7856 5.2852
H 5.0146 1.9066 2.7490
H -4.9924 -3.0509 -5.5987
H -2.8767 -6.0059 4.2366
H -3.4322 -1.1577 -5.2250
H -2.6764 -4.2430 5.9326
H 2.7315 -2.2722 -1.5509
H -1.9231 -1.9485 5.2923
H 2.7086 0.1675 -1.9054
H -4.0307 -4.7047 -1.7498
H -5.2906 -4.7964 -3.8893
H 4.3094 -3.0711 -1.4193
H -0.1354 6.0810 -4.4179
H 0.1198 5.8012 4.3138
H 4.2110 1.0526 -1.6953
H 6.2873 -1.8213 -1.3736
H -0.7278 4.4574 -6.1665
H -2.3395 -5.5431 1.8489
H 3.5992 -2.2627 -0.0048
H -1.0495 2.0545 -5.6165
H 1.1420 0.1916 2.7536
```

Its HOMO energy (alpha / beta) is -3.890 / -3.888 eV. As for the total charge: -1. The multiplicity is 1. The LUMO energy (alpha / beta) is 1.102 / 1.103 eV. The HOMO-LUMO gap (alpha / beta) comes out at 5.0 / 5.0 eV.

Quick look at the Löwdin charges, all values in e: atom 1 (Mo): 1.547, atom 2 (O): -0.471, atom 3 (N): 0.044, atom 4 (N): 0.212, atom 5 (N): 0.184, atom 6 (N): 0.016, atom 7 (N): 0.026, atom 8 (N): -0.248, atom 9 (N): 0.214, atom 10 (N): 0.202, atom 11 (N): 0.023, atom 12 (C): -0.282, atom 13 (C): -0.105, atom 14 (C): -0.140, atom 15 (C): -0.116, atom 16 (C): -0.012, atom 17 (C): -0.105, atom 18 (C): -0.094, atom 19 (C): -0.153, atom 20 (C): -0.267, atom 21 (C): -0.020, atom 22 (C): -0.096, atom 23 (C): -0.016, atom 24 (C): -0.094, atom 25 (C): -0.086, atom 26 (C): -0.112, atom 27 (C): -0.272, atom 28 (C): -0.316, atom 29 (C): -0.021, atom 30 (C): -0.028, atom 31 (C): -0.279, atom 32 (C): -0.085, atom 33 (C): -0.104, atom 34 (C): -0.106, atom 35 (C): -0.115, atom 36 (C): -0.269, atom 37 (C): -0.105, atom 38 (C): -0.269, atom 39 (C): -0.282, atom 40 (C): -0.122, atom 41 (C): -0.120, atom 42 (C): -0.088, atom 43 (C): -0.234, atom 44 (C): -0.015, atom 45 (C): -0.030, atom 46 (C): -0.184, atom 47 (C): -0.159, atom 48 (C): -0.090, atom 49 (C): -0.008, atom 50 (C): -0.105, atom 51 (C): -0.105, atom 52 (C): -0.110, atom 53 (H): 0.077, atom 54 (H): 0.095, atom 55 (H): 0.108, atom 56 (H): 0.111, atom 57 (H): 0.076, atom 58 (H): 0.091, atom 59 (H): 0.094, atom 60 (H): 0.109, atom 61 (H): 0.087, atom 62 (H): 0.091, atom 63 (H): 0.096, atom 64 (H): 0.106, atom 65 (H): 0.095, atom 66 (H): 0.045, atom 67 (H): 0.110, atom 68 (H): 0.079, atom 69 (H): 0.105, atom 70 (H): 0.090, atom 71 (H): 0.075, atom 72 (H): 0.093, atom 73 (H): 0.095, atom 74 (H): 0.111, atom 75 (H): 0.073, atom 76 (H): 0.094, atom 77 (H): 0.111, atom 78 (H): 0.087, atom 79 (H): 0.109, atom 80 (H): 0.058

***

[4]
C4H12S | wB97M-V/def2-TZVPD

Structure (XYZ):
```
17
C4H12S wB97M-V/def2-TZVPD
S 0.3637 -1.2338 0.2551
C -1.2952 -1.8630 -0.1497
C 0.0729 -0.5602 1.8426
C 0.8113 2.3453 -1.7380
C -0.1314 2.1960 -0.5230
H 0.3937 2.0983 0.4268
H -1.3263 -2.9052 -0.4691
H -0.8118 3.0421 -0.4358
H 0.4770 3.1158 -2.4319
H 0.9651 -0.2366 2.3764
H -0.4999 0.3828 1.9070
H 1.7961 2.6144 -1.3614
H -1.6181 -1.4094 -1.1009
H -0.7271 1.2856 -0.5922
H 0.8248 1.4102 -2.2867
H -0.4986 -1.2996 2.4059
H -2.0397 -1.5714 0.5834
```

Its HOMO energy is -8.406 eV. Its energy relative to the best compared isomer or geometry (same formula, charge and spin) is 12.29 kcal/mol. The SMILES is CSC.CC. As for the total charge: 0. The multiplicity is 1. The LUMO energy is 0.999 eV. The HOMO-LUMO gap comes out at 9.4 eV.

Quick look at the Löwdin charges, all values in e: atom 1 (S): 0.742, atom 2 (C): -0.408, atom 3 (C): -0.496, atom 4 (C): -0.152, atom 5 (C): -0.185, atom 6 (H): 0.048, atom 7 (H): 0.028, atom 8 (H): 0.059, atom 9 (H): 0.057, atom 10 (H): 0.038, atom 11 (H): 0.036, atom 12 (H): 0.059, atom 13 (H): 0.026, atom 14 (H): 0.026, atom 15 (H): 0.053, atom 16 (H): 0.032, atom 17 (H): 0.037

***

[5]
C34H28BrN10O4S3Y | wB97M-V/def2-TZVPD

Structure (XYZ):
```
81
C34H28BrN10O4S3Y wB97M-V/def2-TZVPD
Y 0.0840 0.1388 0.1435
Br 0.9770 7.8463 2.9842
S -0.0987 0.7211 4.8864
S -2.1260 1.7148 -0.6594
S -2.4680 1.0148 3.1289
O 2.0805 -2.1566 5.0113
O 1.7740 -1.0317 0.9912
O 0.1152 1.9256 1.4840
O 0.6171 3.0090 -0.3723
N 0.7009 -1.2169 3.0102
N -4.4892 1.2598 0.3574
N 0.2764 -2.3606 -0.7432
N 0.1357 0.0656 -2.3359
N 2.1835 1.2442 -2.1617
N 2.1134 1.1260 -0.8948
N -2.1537 5.2116 2.6479
N -1.9792 -1.1392 0.0764
N -3.1687 -0.5822 0.3334
N -0.3913 -0.5259 2.5331
C 3.7869 -3.6671 4.4518
C -3.2958 0.7070 0.0739
C 4.2695 2.2775 -0.8728
C -0.7408 -3.1260 -0.3056
C 3.1868 1.6795 -0.2088
C 3.1834 1.6450 1.1908
C 4.5384 -4.3544 3.5212
C 1.1767 1.0129 -4.2834
C 0.4827 5.2931 1.7820
C 1.5152 -4.3371 -1.2527
C 4.2322 2.1902 1.9043
C 4.3884 -4.0890 2.1671
C 3.4819 -3.1282 1.7696
C -0.8770 -0.1764 -4.4840
C -0.3295 4.2095 1.4782
C 2.8167 -2.7438 4.0568
C 0.1792 2.9760 0.7784
C -0.6712 -4.5280 -0.3196
C -0.0661 6.3227 2.5322
C -1.6512 4.2290 1.9227
C 0.4701 -5.1353 -0.8000
C 2.6777 -2.4578 2.6872
C -1.9333 -2.4361 0.1027
C -0.9045 0.2896 3.3732
C 1.3662 -2.9602 -1.1942
C 5.3132 2.8148 -0.1516
C -2.4918 1.9447 4.7106
C -1.3814 6.2337 2.9647
C 5.2999 2.7713 1.2369
C -0.8375 -0.3853 -3.1139
C 1.1389 0.7513 -2.9076
C -1.0608 2.2614 5.0706
C 1.6677 -1.5066 2.1723
C 0.1488 0.5475 -5.0781
H -2.3273 3.4215 1.6728
H 1.9985 1.5827 -4.6850
H 5.2393 -5.1072 3.8519
H 6.1416 3.2799 -0.6659
H 0.1389 0.7397 -6.1406
H -1.6256 -0.9394 -2.6170
H 2.4220 -4.7730 -1.6435
H 0.5540 -6.2125 -0.8263
H 4.2588 2.3048 -1.9510
H -2.8158 -3.0130 0.3732
H 6.1185 3.1949 1.7989
H 1.4033 -1.5964 4.5640
H -0.9618 2.6150 6.0963
H 2.1577 -2.2983 -1.5254
H -2.9726 1.3178 5.4642
H 3.9056 -3.8433 5.5099
H -4.6492 2.2174 0.1010
H -1.6951 -0.5696 -5.0667
H 2.3490 1.2024 1.7142
H -1.8254 7.0045 3.5818
H -5.2412 0.6732 0.6745
H -0.6381 2.9954 4.3824
H 1.5115 5.3276 1.4549
H 4.9703 -4.6253 1.4304
H 4.2206 2.1647 2.9841
H -1.5053 -5.1070 0.0491
H 3.3621 -2.8907 0.7241
H -3.0814 2.8442 4.5392
```

Its HOMO energy is -7.589 eV. Its energy relative to the best compared isomer or geometry (same formula, charge and spin) is 36.43 kcal/mol. As for the total charge: 0. The multiplicity is 1. The LUMO energy is -1.520 eV. The HOMO-LUMO gap comes out at 6.1 eV.

Quick look at the Löwdin charges, all values in e: atom 1 (Y): 1.393, atom 2 (Br): 0.723, atom 3 (S): 0.961, atom 4 (S): 0.675, atom 5 (S): 0.957, atom 6 (O): 0.046, atom 7 (O): -0.177, atom 8 (O): -0.199, atom 9 (O): 0.001, atom 10 (N): 0.001, atom 11 (N): 0.074, atom 12 (N): 0.045, atom 13 (N): 0.025, atom 14 (N): 0.111, atom 15 (N): 0.009, atom 16 (N): 0.075, atom 17 (N): -0.126, atom 18 (N): -0.036, atom 19 (N): -0.138, atom 20 (C): -0.016, atom 21 (C): -0.932, atom 22 (C): -0.006, atom 23 (C): -0.256, atom 24 (C): -0.245, atom 25 (C): -0.007, atom 26 (C): -0.090, atom 27 (C): 0.017, atom 28 (C): -0.040, atom 29 (C): -0.048, atom 30 (C): -0.054, atom 31 (C): -0.099, atom 32 (C): -0.032, atom 33 (C): -0.032, atom 34 (C): -0.094, atom 35 (C): -0.268, atom 36 (C): -0.694, atom 37 (C): -0.006, atom 38 (C): -0.660, atom 39 (C): -0.115, atom 40 (C): -0.051, atom 41 (C): -0.071, atom 42 (C): -0.082, atom 43 (C): -0.894, atom 44 (C): -0.138, atom 45 (C): -0.076, atom 46 (C): -0.480, atom 47 (C): -0.200, atom 48 (C): -0.071, atom 49 (C): -0.137, atom 50 (C): -0.305, atom 51 (C): -0.500, atom 52 (C): -0.430, atom 53 (C): -0.044, atom 54 (H): 0.066, atom 55 (H): 0.115, atom 56 (H): 0.101, atom 57 (H): 0.104, atom 58 (H): 0.112, atom 59 (H): 0.107, atom 60 (H): 0.107, atom 61 (H): 0.111, atom 62 (H): 0.104, atom 63 (H): 0.127, atom 64 (H): 0.104, atom 65 (H): 0.034, atom 66 (H): 0.081, atom 67 (H): 0.117, atom 68 (H): 0.075, atom 69 (H): 0.114, atom 70 (H): 0.083, atom 71 (H): 0.109, atom 72 (H): 0.090, atom 73 (H): 0.101, atom 74 (H): 0.100, atom 75 (H): 0.066, atom 76 (H): 0.120, atom 77 (H): 0.095, atom 78 (H): 0.111, atom 79 (H): 0.114, atom 80 (H): 0.095, atom 81 (H): 0.075

***

[6]
C11H15N | wB97M-V/def2-TZVPD

Structure (XYZ):
```
27
C11H15N wB97M-V/def2-TZVPD
N 0.5464 -1.3318 1.3495
C 0.4116 -1.3095 -2.2142
C 0.1038 0.8796 0.9919
C -1.7892 -0.5430 0.4878
C -2.0478 1.8021 0.1787
C 1.5412 -0.5305 1.8863
C -2.6336 0.5652 0.1614
C -0.4577 -0.3882 0.9592
C -0.9513 -1.9156 -2.2370
C 1.4723 0.8083 1.3998
C -0.6225 1.9350 0.5916
C 2.6651 1.7630 1.3361
H 0.2857 -2.0549 1.9423
H 2.8478 2.3683 0.3738
H -1.0844 -2.7938 -1.5958
H -2.3802 -1.4718 0.4976
H 2.3320 -0.9759 2.4147
H 3.6780 1.2325 1.5578
H -1.2879 -2.3076 -3.1963
H -3.3072 0.5074 -0.6527
H 0.0057 2.8384 0.6965
H -2.4421 2.7987 -0.0777
H 1.0737 -1.7193 -2.9495
H 0.8464 -1.3271 -1.2640
H 0.4439 -0.4109 -2.7415
H 2.5033 2.5205 2.1153
H -1.7531 -0.9391 -2.0116
```

Its HOMO energy is -7.671 eV. Its energy relative to the best compared isomer or geometry (same formula, charge and spin) is 78.72 kcal/mol. The SMILES is Cc1c[nH]c2ccccc12.CC. As for the total charge: 0. The multiplicity is 1. The LUMO energy is 0.888 eV. The HOMO-LUMO gap comes out at 8.6 eV.

Quick look at the Löwdin charges, all values in e: atom 1 (N): 0.081, atom 2 (C): -0.177, atom 3 (C): -0.242, atom 4 (C): -0.042, atom 5 (C): -0.070, atom 6 (C): -0.050, atom 7 (C): -0.131, atom 8 (C): -0.195, atom 9 (C): -0.175, atom 10 (C): -0.183, atom 11 (C): -0.009, atom 12 (C): -0.067, atom 13 (H): 0.113, atom 14 (H): 0.095, atom 15 (H): 0.059, atom 16 (H): 0.109, atom 17 (H): 0.101, atom 18 (H): 0.099, atom 19 (H): 0.047, atom 20 (H): 0.088, atom 21 (H): 0.115, atom 22 (H): 0.098, atom 23 (H): 0.059, atom 24 (H): 0.034, atom 25 (H): 0.050, atom 26 (H): 0.061, atom 27 (H): 0.131

***

Question: Which formula does entry 6 have?
Answer: C11H15N

***

Question: Which value of total charge does entry 6 give?
Answer: 0